No. 1
Below is an isolated molecule of C6H7NO at a distorted geometry, with properties calculated with ωB97M-V/def2-TZVPD.

ORCA input file:
```
! wB97M-V def2-TZVPD RIJCOSX def2/J DEFGRID3
* xyz 0 1
C -0.99748 1.61416 -0.11085
C 0.36766 1.66745 -0.04610
C 1.15738 0.48799 0.29265
N 1.53363 -0.42290 -0.77618
C 0.64749 -0.85321 0.31753
C -0.66874 -1.59821 -0.14861
C -1.84066 -0.85106 -0.16649
O -1.89249 0.55226 -0.06500
H -1.31490 2.65643 -0.31647
H 1.09449 2.53684 -0.29006
H 1.88017 0.51087 1.06055
H 2.55438 -0.77876 -0.72257
H 1.26339 -1.52974 0.99299
H -0.94555 -2.81760 0.18001
H -2.83876 -1.17453 -0.20140
*
```

Structure (SMILES) = C1=C[C@@H]2N[C@@H]2C=CO1
Energy above the lowest of the compared OMol25 structures with the same formula, charge and spin = 454.3 kJ/mol
Molecular weight = 109.13 g/mol
Kohn-Sham gap = 0.3516 Eh
Highest occupied orbital energy = -8.69 eV

No. 2
Below is an isolated molecule of C13H12N2O3S at a distorted geometry, with properties calculated with ωB97M-V/def2-TZVPD.

ORCA input file:
```
! wB97M-V def2-TZVPD RIJCOSX def2/J DEFGRID3
* xyz 0 1
C -0.64093 1.54642 3.29660
C 0.13967 1.73151 2.02612
O 1.32561 1.93969 1.96494
O -0.64699 1.63489 0.96156
C -0.04393 1.71050 -0.32564
C 1.49053 1.61649 -0.33882
O 2.17121 2.51335 -0.77173
N 2.07162 0.38252 -0.11113
C 1.57194 -0.74036 0.47391
N 0.41994 -0.89472 1.01958
C 0.24526 -2.15759 1.48068
C 1.28684 -3.00178 1.29565
S 2.57952 -2.19170 0.48920
C -0.61257 0.65368 -1.24884
C -1.66772 -0.15745 -0.85933
C -2.14917 -1.12878 -1.71967
C -1.58565 -1.29371 -2.97284
C -0.54206 -0.47456 -3.37014
C -0.05700 0.49692 -2.51337
H -0.11895 2.02027 4.12211
H -0.71605 0.47811 3.48972
H -1.64148 1.95228 3.18490
H -0.27199 2.71037 -0.72774
H 3.07199 0.38829 -0.27684
H -0.68610 -2.40473 1.95614
H 1.38117 -4.02972 1.57784
H -2.10035 -0.02861 0.11906
H -2.96771 -1.76063 -1.40783
H -1.95984 -2.05561 -3.64039
H -0.10231 -0.59290 -4.34918
H 0.75551 1.13754 -2.82454
*
```

Structure (SMILES) = CC(=O)O[C@@H](C(=O)Nc1nccs1)c1ccccc1
Energy above the lowest of the compared OMol25 structures with the same formula, charge and spin = 53.3 kJ/mol
Molecular weight = 276.32 g/mol
Kohn-Sham gap = 0.3400 Eh
Highest occupied orbital energy = -8.63 eV

No. 3
Below is a structure of composition C6H10S at a distorted geometry, with properties calculated with ωB97M-V/def2-TZVPD.

ORCA input file:
```
! wB97M-V def2-TZVPD RIJCOSX def2/J DEFGRID3
* xyz 0 1
C -0.58998 -1.69411 -1.35470
C -1.18354 0.04987 0.67114
C 0.33452 -0.82809 -1.65161
C 0.56866 0.61077 -0.99477
C -0.23413 0.93281 0.26911
C 0.21519 2.06670 1.12907
S -1.83539 -1.31849 -0.19876
H -0.79621 -2.71295 -1.75021
H -1.66186 0.13621 1.61320
H 0.27005 -2.99826 1.79456
H 1.22842 -0.98748 -2.25406
H 1.61546 0.75352 -0.73556
H 0.42202 1.44447 -1.85230
H 1.13195 1.73053 1.74401
H -0.47661 2.36130 1.94581
H 0.47837 2.96704 0.46258
H 0.51305 -2.51384 1.16248
*
```

Energy above the lowest of the compared OMol25 structures with the same formula, charge and spin = 273.8 kJ/mol
Molecular weight = 114.21 g/mol
Kohn-Sham gap = 0.3169 Eh
Highest occupied orbital energy = -7.70 eV

No. 4
Below is an isolated molecule of C9H13NO2S at a distorted geometry, with properties calculated with ωB97M-V/def2-TZVPD.

ORCA input file:
```
! wB97M-V def2-TZVPD RIJCOSX def2/J DEFGRID3
* xyz 0 1
C -1.64945 -0.00860 1.94725
C -0.45805 0.46531 2.16805
C 2.27147 0.00093 0.36511
C 1.30509 -0.51937 -0.39156
C -2.26693 0.14122 0.63217
C 1.86503 1.11984 1.18715
C 0.28987 1.09419 1.03887
C -1.27472 -0.29513 -0.47164
C -1.68181 -0.14224 -1.93904
N 0.05903 0.29033 -0.26567
O 2.01695 -2.93648 -1.29606
O 2.50846 -1.00863 -2.54350
S 1.34347 -1.75591 -1.70362
H -2.24962 -0.30007 2.69308
H 0.05825 0.46622 3.18534
H 3.24936 -0.43572 0.39063
H -3.23438 -0.41760 0.38677
H -2.33758 1.22878 0.49640
H 2.02183 0.88644 2.31464
H 2.22643 2.05049 0.80388
H -0.06820 2.16363 0.99872
H -1.13351 -1.37700 -0.26903
H -1.74619 0.84233 -2.26500
H -2.52428 -0.64402 -2.20873
H -0.80113 -0.69997 -2.29203
H 2.21062 -0.20896 -2.96219
*
```

Energy above the lowest of the compared OMol25 structures with the same formula, charge and spin = 407.7 kJ/mol
Molecular weight = 199.28 g/mol
Kohn-Sham gap = 0.3200 Eh
Highest occupied orbital energy = -8.08 eV

No. 5
Below is an isolated molecule of C3H8N3P at a distorted geometry, with properties calculated with ωB97M-V/def2-TZVPD.

ORCA input file:
```
! wB97M-V def2-TZVPD RIJCOSX def2/J DEFGRID3
* xyz 0 1
C -0.82019 -0.65404 -0.76029
C -2.24087 -0.44426 -0.51833
C 1.50966 -0.36539 -0.58418
N -0.20173 1.11494 0.55094
N 1.81432 0.91777 1.95960
N 0.14273 0.04425 -0.20726
P 0.52841 1.87393 1.75023
H -0.52310 -1.35154 -1.55049
H -2.85823 -0.93660 -1.19645
H -2.51403 0.73499 -0.55910
H -2.77875 -0.81238 0.45405
H 1.86182 -1.35155 -0.23090
H 1.55881 -0.40140 -1.62753
H 2.16387 0.39714 -0.21811
H 2.35727 1.23415 2.73782
*
```

Energy above the lowest of the compared OMol25 structures with the same formula, charge and spin = 117.2 kJ/mol
Molecular weight = 117.09 g/mol
Kohn-Sham gap (alpha / beta) = 0.2965 / 0.2965 Eh
Highest occupied orbital energy (alpha / beta) = -8.06 / -8.06 eV

No. 6
Below is a cluster of 2 separate species, C3H9N3 in total at a distorted geometry, with properties calculated with ωB97M-V/def2-TZVPD.

ORCA input file:
```
! wB97M-V def2-TZVPD RIJCOSX def2/J DEFGRID3
* xyz 0 1
H 2.96225 0.92270 -2.21114
N 2.63858 1.83429 -2.54007
C 1.83089 2.17462 -1.59936
N 0.93376 3.19736 -1.52647
H 2.00918 1.74482 -0.59168
H 0.25132 3.40190 -2.22736
H 1.01537 3.77143 -0.70888
C -2.31868 -2.99419 1.86111
N -1.83202 -1.84931 2.03632
C -0.74374 -1.39074 1.13581
H -2.38267 -3.46631 0.85875
H -2.78198 -3.52573 2.70077
H -0.58028 -0.39520 1.51215
H -1.12480 -1.39145 0.10903
H 0.12282 -2.03418 1.19104
*
```

Structure (SMILES) = [H]/N=C/N.C=NC
Energy above the lowest of the compared OMol25 structures with the same formula, charge and spin = 251.7 kJ/mol
Molecular weight = 87.13 g/mol
Kohn-Sham gap = 0.3696 Eh
Highest occupied orbital energy = -9.27 eV

No. 7
Below is a cluster of 12 separate species, C41H58NO33 in total at a distorted geometry, with properties calculated with ωB97M-V/def2-TZVPD.

ORCA input file:
```
! wB97M-V def2-TZVPD RIJCOSX def2/J DEFGRID3
* xyz 1 1
C -0.19588 -0.00648 3.35645
C -0.67057 -1.03866 3.75160
C -1.05221 -2.35034 4.29866
C -1.37332 -3.43637 3.23580
C -0.98587 -4.80245 3.83229
C 0.53445 -5.05661 3.89513
N 1.35294 -4.07493 3.12935
C 0.79206 -3.69552 1.80713
C -0.68206 -3.23849 1.88065
H 0.12838 0.98531 3.10793
H -0.29109 -2.71090 4.99416
H -1.95167 -2.20466 4.90199
H -2.44279 -3.46622 3.04137
H -1.34007 -4.82955 4.86429
H -1.49864 -5.62384 3.33341
H 0.79055 -6.06819 3.59091
H 0.85490 -4.97650 4.93372
H 2.26635 -4.50928 2.94263
H 1.55633 -3.22644 3.65678
H 0.89478 -4.52634 1.11417
H 1.40294 -2.89294 1.40103
H -0.74023 -2.21453 1.51978
H -1.23334 -3.84813 1.16218
C -0.72628 2.12438 6.38211
C 0.72631 2.53502 6.28449
O 0.84739 3.47675 7.35370
C -0.12277 3.21459 8.26292
O -0.19290 3.70829 9.33867
O -1.00485 2.30795 7.77240
H -0.90067 1.09156 6.09122
H -1.38239 2.77580 5.80177
H 1.40933 1.70260 6.46933
H 0.97858 3.00051 5.33445
C 4.95600 -4.67169 -1.65640
C 3.46892 -4.52360 -1.86571
O 2.94927 -4.79436 -0.54555
C 3.93000 -4.53944 0.34016
O 3.77353 -4.51361 1.53014
O 5.09855 -4.32288 -0.26481
H 5.54740 -4.00816 -2.27921
H 5.29995 -5.69589 -1.79837
H 3.18523 -3.50862 -2.15052
H 3.07467 -5.22644 -2.58914
C -2.80812 4.65212 11.84111
C -1.35902 5.03888 11.67002
O -1.18273 6.00942 12.71011
C -2.10723 5.78040 13.67063
O -2.11296 6.30795 14.73603
O -3.01904 4.87526 13.24562
H -3.00774 3.61527 11.58495
H -3.48336 5.29871 11.27800
H -0.67849 4.20572 11.84340
H -1.13736 5.48184 10.70407
C 0.40119 -5.18895 -6.05269
C 0.16801 -5.72096 -4.65892
O 1.47015 -6.21027 -4.29684
C 2.38789 -5.55437 -5.04708
O 3.56443 -5.61057 -4.86310
O 1.79330 -4.82686 -6.00947
H -0.21241 -4.33020 -6.28753
H 0.26170 -5.94992 -6.82106
H -0.12214 -4.93693 -3.95663
H -0.56403 -6.52223 -4.62059
C -2.50231 -5.12526 -9.71971
C -3.85948 -4.48565 -9.54668
O -4.00531 -4.47897 -8.11293
C -2.77604 -4.51595 -7.56642
O -2.55923 -4.34999 -6.40224
O -1.83437 -4.75838 -8.49695
H -1.96236 -4.74876 -10.58451
H -2.55388 -6.21341 -9.77540
H -3.88817 -3.45805 -9.91022
H -4.66381 -5.04952 -10.00987
C 0.99706 9.10189 14.02858
C 1.13923 7.92710 13.08892
O 2.29268 8.29609 12.31512
C 3.02965 9.17053 13.04210
O 4.12078 9.53685 12.74678
O 2.35023 9.56775 14.14181
H 0.60342 8.82575 15.00270
H 0.38576 9.90247 13.60824
H 1.34888 6.99506 13.61453
H 0.28113 7.78577 12.44530
C 2.41698 7.22261 8.61908
C 2.15385 8.67272 8.96445
O 0.73428 8.77257 8.78785
C 0.20592 7.53699 8.92913
O -0.95777 7.30210 9.01513
O 1.17775 6.59879 8.96787
H 3.23349 6.78896 9.19040
H 2.59972 7.06816 7.55348
H 2.39645 8.90434 10.00290
H 2.66761 9.37215 8.31012
C 1.42721 -3.79800 -12.95112
C 1.30227 -2.31445 -12.69589
O -0.08149 -2.07111 -12.99821
C -0.75609 -3.22867 -12.85846
O -1.94302 -3.33154 -12.87582
O 0.09458 -4.26756 -12.68978
H 2.13900 -4.29121 -12.29468
H 1.67928 -4.02159 -13.98849
H 1.48046 -2.05397 -11.64967
H 1.95072 -1.72249 -13.33892
C 4.14644 2.08248 -13.80760
C 3.32199 2.34129 -15.05007
O 3.25250 1.03960 -15.64316
C 3.44345 0.12284 -14.67412
O 3.27910 -1.04908 -14.81001
O 3.84280 0.71046 -13.52344
H 3.87053 2.71406 -12.96750
H 5.21842 2.17281 -13.98927
H 2.30919 2.67543 -14.81927
H 3.78415 3.04616 -15.73562
C 0.00975 2.34525 -1.08679
C -1.27383 2.97344 -0.58903
O -1.14233 2.83730 0.83208
C 0.16903 2.73882 1.12572
O 0.61702 2.79492 2.22994
O 0.90577 2.57600 0.00784
H 0.39283 2.80462 -1.99376
H -0.08408 1.26839 -1.24064
H -1.34482 4.03386 -0.83360
H -2.16827 2.46504 -0.93830
C -6.47597 -3.63828 -6.34276
C -6.03444 -2.71895 -5.22729
O -6.85173 -1.56618 -5.43970
C -7.96406 -1.95336 -6.11965
O -8.91199 -1.26757 -6.30492
O -7.83219 -3.23065 -6.55633
H -6.43243 -4.69049 -6.07234
H -5.91212 -3.47997 -7.25545
H -6.25205 -3.12705 -4.23769
H -4.98016 -2.45797 -5.28291
*
```

Molecular weight = 1092.89 g/mol
Kohn-Sham gap = 0.3361 Eh
Highest occupied orbital energy = -11.70 eV

no.,total energy (Ha)
1,-362.64047
2,-1236.02875
3,-632.70522
4,-954.02986
5,-624.62343
6,-283.88723
7,-4134.63261